The following is a DFT calculation (ωB97M-V with the def2-TZVPD basis set) of C28H39FN5OSr as an isolated structure in a non-equilibrium geometry.

Properties
HOMO energy in eV: -9.57
Kohn-Sham gap in Ha: 0.2481
Lowest unoccupied orbital energy in eV: -2.8
Net charge: +1
Energy relative to the best compared isomer or geometry (same formula, charge and spin) in eV: 0.2346

Positions of all 75 atoms, in Å:
Sr: -1.454579 -0.073248 -0.181775
C: 2.931421 -2.950248 -0.503375
C: 2.907321 -1.686148 0.365325
C: 4.035821 -1.739148 1.395925
C: 3.012021 -0.462048 -0.515575
C: 4.133121 -0.330348 -1.324575
C: 4.285521 0.741152 -2.181275
C: 3.287921 1.694652 -2.251775
C: 2.153621 1.599652 -1.459475
C: 1.091921 2.673952 -1.546675
C: 0.239721 2.494152 -2.809075
C: 1.692021 4.079652 -1.490575
C: 2.005421 0.519152 -0.569975
N: 0.853121 0.431752 0.255525
C: 0.994821 0.762352 1.558925
C: 2.182221 1.281652 2.132825
C: 2.253921 1.624452 3.464125
C: 1.162021 1.491152 4.313825
C: -0.021179 0.992852 3.796825
C: -0.069079 0.648152 2.467425
F: -1.297779 0.137452 1.969925
H: 2.617721 -3.814648 0.077925
H: 3.931521 -3.146948 -0.877975
H: 2.276421 -2.833948 -1.366275
H: 1.953521 -1.650648 0.906225
H: 5.007821 -1.759948 0.910225
H: 3.943121 -2.636348 2.002825
H: 3.993521 -0.867348 2.042025
H: 4.907421 -1.078848 -1.277275
H: 5.176221 0.838352 -2.785275
H: 3.407321 2.536852 -2.917275
H: 0.452721 2.545752 -0.670475
H: 0.859521 2.556252 -3.700475
H: -0.518179 3.274852 -2.868775
H: -0.255279 1.513752 -2.806675
H: 2.240721 4.316152 -2.397275
H: 2.372221 4.156352 -0.646375
H: 0.907921 4.825352 -1.372275
H: 3.041921 1.408852 1.492125
H: 3.184521 2.010252 3.851925
H: 1.229621 1.767552 5.351225
H: -0.900179 0.863252 4.409125
N: -4.391279 -0.071648 -0.002675
C: -4.885179 1.262052 0.355525
C: -4.498879 2.286052 -0.712375
C: -4.120979 3.654752 -0.145275
C: -2.952879 3.628152 0.844025
N: -1.808679 2.866252 0.331525
H: -4.882279 -0.391248 -0.836075
H: -4.654879 -0.707648 0.745725
H: -4.424879 1.517952 1.311225
H: -5.974879 1.260952 0.493425
H: -5.324879 2.419152 -1.412175
H: -3.646379 1.893852 -1.278075
H: -4.979179 4.098852 0.360625
H: -3.863779 4.305452 -0.983575
H: -3.259579 3.175652 1.789525
H: -2.669979 4.668652 1.060125
H: -1.062979 2.921752 1.023525
H: -1.467279 3.342252 -0.501375
N: 0.989721 -5.565148 -1.746675
C: 0.196721 -5.911848 -0.709875
O: 0.363521 -6.904848 -0.043775
C: -0.918479 -4.949648 -0.403075
C: -2.137679 -5.454148 0.043525
C: -3.139279 -4.558248 0.371425
C: -2.877079 -3.202948 0.261525
N: -1.716079 -2.710248 -0.155375
C: -0.758079 -3.570148 -0.482375
H: 1.721421 -6.206748 -2.010875
H: 0.763121 -4.817648 -2.378075
H: -2.276879 -6.521448 0.125225
H: -4.105179 -4.898548 0.707125
H: -3.629179 -2.478948 0.527625
H: 0.182721 -3.136548 -0.793775

Atoms 1-6, force components in eV/Å:
-0.654 0.306 -2.232
-0.158 0.163 0.240
0.012 -0.075 -0.003
-0.254 0.033 -0.039
-0.137 0.048 -0.029
-0.035 0.064 0.006


The following is a DFT calculation (ωB97M-V with the def2-TZVPD basis set) of C28H39N6O2Ti as an isolated structure in a non-equilibrium geometry.

Properties
HOMO energy (alpha / beta) in eV: -13.40 / -15.91
Kohn-Sham gap (alpha / beta) in Ha: 0.1939 / 0.2895
Lowest unoccupied orbital energy (alpha / beta) in eV: -8.1 / -8.0
Net charge: +3
Spin multiplicity: 3

Positions of all 76 atoms, in Å:
Ti: 0.687051 0.502115 0.870172
C: 5.169825 -3.887517 -2.534234
C: 4.062412 -2.960187 -2.097726
C: 2.963521 -2.703309 -2.873438
C: 1.921891 -1.844463 -2.439931
C: 0.911216 -1.579656 -3.383783
N: -0.153428 -0.849674 -3.241800
C: -1.095005 -0.633386 -4.367540
C: -1.787167 0.725871 -4.360407
C: -0.892551 1.934535 -4.053593
N: -0.945418 2.281479 -2.617277
C: -1.868112 3.033137 -2.116101
C: -2.119664 3.245585 -0.732430
C: -3.108853 4.188485 -0.380148
C: -3.426483 4.460705 0.932383
C: -4.486372 5.465553 1.318462
C: -2.677785 3.783249 1.898023
C: -1.701749 2.837258 1.603265
C: -0.888126 2.316217 2.705939
N: 0.087118 1.480674 2.594117
C: 0.905188 1.289640 3.817897
C: 2.371246 1.580056 3.513090
C: 3.105351 0.419078 2.870203
N: 2.514077 -0.040748 1.577552
C: 3.359078 -0.786161 0.889061
C: 3.126493 -1.444666 -0.386054
C: 4.117988 -2.292044 -0.867637
C: 1.975872 -1.223892 -1.172031
O: 1.011711 -0.447356 -0.741652
C: -1.439427 2.517259 0.261758
O: -0.589169 1.565193 -0.051440
H: 5.053274 -4.181359 -3.575343
H: 5.179641 -4.795233 -1.929064
H: 6.145078 -3.412528 -2.425403
H: 2.884730 -3.159223 -3.856707
H: 1.032097 -2.019123 -4.371986
H: -0.321133 -0.460708 -2.317036
H: -1.845295 -1.421506 -4.374154
H: -0.506922 -0.738697 -5.277210
H: -2.621423 0.727048 -3.655105
H: -2.225333 0.846655 -5.350453
H: -1.221888 2.808694 -4.609605
H: 0.146123 1.750575 -4.323585
H: -0.325250 1.823243 -1.950778
H: -2.496520 3.552591 -2.838685
H: -3.626930 4.719758 -1.174944
H: -5.225472 5.583820 0.528283
H: -4.041948 6.444387 1.506494
H: -5.007507 5.162177 2.225439
H: -2.854303 4.017751 2.945131
H: -1.097516 2.745089 3.685454
H: 0.809269 0.253624 4.156732
H: 0.534626 1.926370 4.618863
H: 2.888461 1.822873 4.441215
H: 2.425516 2.465313 2.877853
H: 3.093895 -0.428005 3.559346
H: 4.147946 0.686174 2.708946
H: 4.349644 -0.944800 1.309892
H: 4.999922 -2.435117 -0.246625
N: -1.919944 -3.847933 1.928777
C: -2.632232 -2.512951 1.960310
C: -1.821796 -1.480247 1.192611
N: -0.444028 -1.348534 1.700629
C: 0.232675 -2.657519 1.627575
C: -0.489988 -3.735837 2.414606
H: -1.928210 -4.220051 0.976806
H: -2.428366 -4.526389 2.500012
H: -2.728685 -2.243897 3.010802
H: -3.626812 -2.649790 1.543939
H: -2.332321 -0.521966 1.246956
H: -1.754901 -1.759474 0.138845
H: -0.496440 -1.065255 2.678075
H: 1.249223 -2.567974 2.003346
H: 0.303108 -2.934694 0.573340
H: -0.546845 -3.491190 3.474036
H: -0.017949 -4.709170 2.307667

Atoms 1-6, force components in eV/Å:
0.161 -0.606 1.271
-0.072 0.103 0.070
0.223 -0.095 0.117
-0.105 0.013 -0.138
0.043 -0.158 -0.317
0.207 -0.228 -0.204


The following is a DFT calculation (ωB97M-V with the def2-TZVPD basis set) of a 8-piece molecular cluster, C28H39N7OS overall in a non-equilibrium geometry.

Properties
HOMO energy in eV: -7.59
Kohn-Sham gap in Ha: 0.2835
Lowest unoccupied orbital energy in eV: 0.1

Positions of all 76 atoms, in Å:
C: 4.414675 -4.118021 -1.318666
S: 2.804805 -3.850191 -0.369596
O: 1.958985 -3.104571 -1.413926
C: 2.223435 -5.554451 -0.148626
H: 4.601435 -3.447061 -2.157146
H: 4.163745 -4.983631 -1.931736
H: 5.281935 -4.364031 -0.705926
H: 1.843655 -5.743081 -1.152756
H: 1.509415 -5.578931 0.674584
H: 3.033045 -6.278531 -0.057326
C: 0.178105 -1.193561 -0.544786
C: -0.752325 0.063879 -0.448876
N: -1.454545 0.985779 -0.297266
H: 0.723865 -1.257651 0.396564
H: 0.963955 -0.896001 -1.239056
H: -0.412085 -2.023691 -0.932936
N: -2.182185 6.718789 0.071774
C: -1.840235 5.426339 0.348304
C: -1.952405 4.620309 -0.717416
C: -2.343635 5.408609 -1.729816
C: -2.330465 6.755549 -1.289356
H: -2.139275 7.532599 0.668404
H: -1.703185 5.119989 1.374844
H: -1.693265 3.573939 -0.783476
H: -2.518245 5.107629 -2.752236
H: -2.387695 7.632509 -1.917106
N: 1.010525 -1.706081 -3.667416
C: 0.341415 -0.517531 -3.880446
C: -0.582175 -0.542371 -4.948876
C: -0.586005 -1.901521 -5.301446
C: 0.439565 -2.517951 -4.622796
H: 1.562185 -2.051761 -2.895226
H: 0.473775 0.340259 -3.237736
H: -1.198635 0.303469 -5.215206
H: -1.146195 -2.523631 -5.983776
H: 0.850165 -3.514261 -4.694676
N: 3.412815 1.967759 -2.187246
C: 3.346625 0.678029 -2.594076
C: 3.519365 -0.091981 -1.494336
C: 3.315625 0.691429 -0.376746
C: 3.308085 2.026939 -0.786126
H: 3.385645 2.738999 -2.838826
H: 3.210785 0.458269 -3.642716
H: 3.511995 -1.164741 -1.619026
H: 3.139955 0.381589 0.642834
H: 3.176925 3.001109 -0.338696
N: -0.543655 2.104799 3.331434
C: 0.121385 1.764139 4.483584
C: 1.453525 1.635189 4.083414
C: 1.544875 1.903709 2.735874
C: 0.323825 2.235479 2.302484
H: -1.542675 2.247499 3.290344
H: -0.443725 1.625359 5.393414
H: 2.335935 1.477029 4.685684
H: 2.391385 1.916699 2.065314
H: -0.085935 2.601239 1.372584
N: -4.107445 1.643779 0.836264
C: -4.719165 0.565269 0.215104
C: -5.869575 0.250549 0.922004
C: -5.862445 1.030909 2.139214
C: -4.829915 1.980889 1.935944
H: -3.214415 2.009649 0.538394
H: -4.298985 0.122659 -0.675926
H: -6.427085 -0.660041 0.759484
H: -6.532205 0.878899 2.972704
H: -4.554265 2.815239 2.563854
N: 1.097165 -3.380691 3.647034
C: 0.030665 -4.351891 3.758354
C: -1.093485 -3.754751 3.171434
C: -0.685505 -2.499041 2.601924
C: 0.684365 -2.403141 2.836984
H: 2.015595 -3.569081 4.022654
H: 0.276175 -5.275151 4.262054
H: -2.123155 -4.080131 3.153764
H: -1.268815 -1.766741 2.063504
H: 1.443625 -1.676821 2.587204

Atoms 1-6, force components in eV/Å:
-1.196 -1.578 -0.416
1.157 2.105 -0.935
0.639 -1.800 1.229
0.421 0.290 -1.418
-0.166 1.030 0.886
0.120 -0.630 0.235


The following is a DFT calculation (ωB97M-V with the def2-TZVPD basis set) of a 10-piece molecular cluster, C28H39NO32P overall.

Properties
HOMO energy in eV: -4.02
Kohn-Sham gap in Ha: 0.2055
Lowest unoccupied orbital energy in eV: 1.6
Net charge: -1

Positions of all 101 atoms, in Å:
O: 0.023739 -2.569832 -4.095036
N: -0.813546 -2.726756 -3.261053
O: -1.434098 -1.607487 -2.847025
C: -1.265483 -0.400256 -3.644103
P: -0.148595 0.743871 -2.987403
O: -0.596563 2.158260 -3.079508
O: 1.333741 0.558720 -3.651042
O: 0.255801 0.369504 -1.465057
H: -2.241796 0.070752 -3.667334
H: 1.256465 0.821006 -4.577610
H: 1.064668 -0.152893 -1.415670
C: -1.049564 5.073313 -0.951534
C: -0.311236 4.979020 -2.268316
O: -0.632373 6.252881 -2.878469
C: -0.945977 7.124730 -1.913228
O: -1.079065 8.302313 -2.061020
O: -1.081505 6.498632 -0.719221
H: -0.540856 4.570775 -0.134393
H: -2.073207 4.703346 -1.020321
H: 0.769420 4.925326 -2.132896
H: -0.637801 4.144379 -2.882068
C: 3.005445 -3.834036 -2.909165
C: 3.718889 -2.501407 -2.782420
O: 3.102493 -1.943390 -1.612837
C: 2.607457 -2.948901 -0.873564
O: 2.192243 -2.813912 0.239758
O: 2.655134 -4.111743 -1.536672
H: 3.623135 -4.640672 -3.291399
H: 2.095075 -3.765678 -3.496874
H: 4.788087 -2.607393 -2.587407
H: 3.561280 -1.839576 -3.628886
C: 1.845491 7.007796 0.772456
C: 2.246043 7.122922 2.231309
O: 1.768293 5.886856 2.773076
C: 1.672797 4.986769 1.765287
O: 1.447119 3.829898 1.921242
O: 1.857130 5.586574 0.572261
H: 2.541890 7.483334 0.087646
H: 0.836518 7.375238 0.584107
H: 3.327913 7.168746 2.367666
H: 1.777944 7.955830 2.748260
C: 0.826277 2.594402 5.558335
C: -0.274692 2.881015 4.557547
O: -1.228901 1.853284 4.865144
C: -1.038682 1.452379 6.140088
O: -1.771833 0.745097 6.751195
O: 0.109869 1.977492 6.635189
H: 1.334813 3.484745 5.917286
H: 1.560636 1.886321 5.171090
H: -0.746318 3.851049 4.724241
H: 0.051122 2.806360 3.525210
C: -2.272959 -0.191909 2.154994
C: -2.529409 -1.524895 1.480585
O: -3.384734 -1.151822 0.392027
C: -3.163546 0.146609 0.099356
O: -3.575897 0.693725 -0.872655
O: -2.413226 0.728137 1.060660
H: -1.286583 -0.102462 2.593109
H: -3.026307 0.042462 2.908682
H: -1.619637 -1.963157 1.066092
H: -3.046596 -2.246193 2.104260
C: 4.892929 -3.713135 1.848056
C: 4.505345 -2.453866 2.597890
O: 5.728953 -1.702201 2.567684
C: 6.465280 -2.121849 1.516297
O: 7.456211 -1.594863 1.125288
O: 5.922094 -3.237638 0.972978
H: 4.073828 -4.126323 1.266779
H: 5.319229 -4.483002 2.495948
H: 3.726399 -1.895572 2.078080
H: 4.207288 -2.628759 3.628167
C: -1.101696 -7.634123 -3.791901
C: -1.176738 -6.276865 -3.114264
O: 0.181467 -5.841413 -3.183334
C: 0.784871 -6.464926 -4.216198
O: 1.839768 -6.153980 -4.670046
O: 0.003560 -7.467424 -4.687022
H: -1.992734 -7.894730 -4.356460
H: -0.864703 -8.437152 -3.090820
H: -1.796666 -5.561507 -3.654990
H: -1.497556 -6.317312 -2.077182
C: 0.498525 -5.340240 2.662443
C: -0.789890 -5.909598 3.228504
O: -1.283790 -4.818824 4.011666
C: -0.756323 -3.670347 3.521814
O: -1.119028 -2.577864 3.812102
O: 0.217332 -3.940870 2.627571
H: 0.739194 -5.689634 1.661804
H: 1.347919 -5.511312 3.326243
H: -1.519430 -6.137854 2.449594
H: -0.646382 -6.781349 3.861030
C: -4.807552 4.123287 -2.834291
C: -5.465743 3.320865 -1.729364
O: -6.517796 4.203426 -1.303757
C: -6.810202 5.042593 -2.319517
O: -7.745784 5.778904 -2.342695
O: -5.896722 4.930950 -3.308201
H: -4.412669 3.514859 -3.642013
H: -4.022860 4.784373 -2.462767
H: -5.909154 2.395868 -2.097583
H: -4.802713 3.089911 -0.901506

Atoms 1-6, force components in eV/Å:
0.124 -0.158 -0.020
0.143 0.130 0.137
-0.144 -0.094 -0.389
0.072 0.340 0.294
-0.563 -0.061 0.141
0.070 -0.053 -0.228